# 1
# C36H32BrMgN4O6S3

A molecular structure, C36H32BrMgN4O6S3 (ωB97M-V/def2-TZVPD, OMol25).

Charge ... -1
ΔE to the lowest compared entry with this formula, charge and spin ... 0.00 kJ/mol
LUMO ... 2.44 eV
HOMO ... -5.1 eV
Gap between HOMO and LUMO ... 7.5 eV

Structure (XYZ):
```
83
Properties=species:S:1:pos:R:3:forces:R:3
Mg -0.06713 0.11356 -1.15962 -0.19 0.16 0.29
Br 3.24744 -3.59452 -2.83294 0.01 0.05 0.04
C 3.90990 -1.79711 -2.87823 -0.12 0.10 0.08
C 5.13737 -1.55786 -3.47446 0.09 0.05 -0.04
C 5.55519 -0.23553 -3.52037 0.00 -0.04 -0.03
C 4.75487 0.75107 -2.96800 0.06 0.08 0.01
C 3.54963 0.38932 -2.38164 -0.04 -0.18 0.04
N 3.13563 -0.88401 -2.34988 0.11 0.12 0.02
C 2.65747 1.47907 -1.77077 -0.28 0.14 0.07
O 3.18926 2.58361 -1.60936 -0.14 -0.18 -0.01
O 1.45633 1.16511 -1.52387 1.38 0.59 -0.43
H 5.72742 -2.36853 -3.87845 -0.03 0.04 -0.01
H 6.49794 0.02144 -3.99137 -0.03 -0.04 0.05
H 5.03278 1.79748 -2.96436 -0.02 -0.10 0.01
O -0.07647 -1.02814 2.22446 0.00 0.19 -0.14
S -0.60411 -2.08502 1.38134 0.30 0.08 0.08
O -0.18254 -3.41155 1.77219 -0.06 -0.14 -0.07
N -0.31683 -1.74683 -0.14756 -0.63 -1.02 -0.55
C -0.69169 -2.73590 -1.10647 0.15 0.15 0.29
C -1.35207 -3.93375 -0.88018 0.20 0.32 0.00
C -1.62680 -4.84465 -1.92176 -0.07 -0.04 0.08
C -1.25654 -4.60250 -3.20813 0.05 0.00 -0.09
C -0.61896 -3.37640 -3.50735 0.04 0.12 0.03
C -0.24220 -3.01212 -4.81690 -0.03 -0.02 0.00
C 0.30503 -1.78537 -5.06185 0.02 -0.11 -0.12
C 0.47888 -0.90224 -3.98682 0.04 0.08 0.27
N 0.17066 -1.21733 -2.75391 -0.33 -0.73 -0.26
C -0.36473 -2.44238 -2.47892 0.15 0.26 -0.01
C -2.37342 -2.04770 1.61395 -0.09 -0.12 0.05
C -3.20715 -1.40760 0.70986 0.11 0.03 0.06
C -4.57790 -1.41189 0.93912 -0.04 0.05 0.06
C -5.10082 -2.04578 2.05752 0.03 0.00 0.01
C -4.25561 -2.69227 2.95568 0.05 0.00 -0.02
C -2.88595 -2.69575 2.73584 0.00 0.09 -0.06
H -1.65126 -4.20238 0.11751 0.01 -0.06 0.11
H -2.15003 -5.76347 -1.67635 0.06 0.05 0.02
H -1.45230 -5.31281 -4.00447 0.00 0.04 0.04
H -0.40627 -3.71950 -5.62353 -0.01 0.03 0.02
H 0.59139 -1.48641 -6.06148 0.00 0.02 0.02
H 0.88111 0.09589 -4.13744 -0.04 -0.05 0.02
H -2.79742 -0.92614 -0.17148 -0.06 -0.06 -0.02
H -5.23392 -0.91667 0.23272 0.03 -0.02 0.02
H -6.17029 -2.03958 2.23270 0.01 -0.03 -0.02
H -4.66508 -3.20824 3.81711 0.01 0.06 -0.01
H -2.20242 -3.19082 3.41684 -0.08 -0.03 -0.07
O -2.68181 -0.51748 -2.31076 0.25 0.64 -0.09
C -2.36478 0.65082 -2.60340 0.10 -0.19 0.42
O -1.36131 1.30580 -2.16187 -0.66 -0.48 -0.45
H -3.01650 1.19782 -3.30753 -0.05 0.11 -0.12
N -0.43311 1.20501 0.54527 -0.22 -0.15 0.50
S -0.67730 2.74275 0.48634 0.10 0.17 0.24
C 0.57592 3.50894 1.52084 0.10 0.09 -0.19
C 0.62644 3.30731 2.89307 0.01 0.01 0.10
C 1.69674 3.81405 3.61272 0.01 0.01 0.00
C 2.71167 4.50941 2.96151 -0.03 0.01 -0.02
C 2.65567 4.70120 1.58824 -0.01 -0.02 0.04
C 1.58547 4.19497 0.85996 0.01 -0.02 -0.11
C -2.11159 3.15487 1.50866 -0.02 -0.09 -0.10
C -2.74977 4.37403 1.32376 0.05 0.06 0.01
C -3.90377 4.65617 2.04250 0.07 -0.04 0.01
C -4.41367 3.71616 2.93182 0.02 -0.01 0.02
C -3.77105 2.49594 3.10226 0.00 0.02 -0.06
C -2.61893 2.20827 2.37993 -0.07 -0.10 0.10
H -0.12216 0.81613 1.43532 -0.16 0.14 0.00
H -0.15122 2.74660 3.39936 0.00 0.04 -0.04
H 1.74407 3.65524 4.68329 0.02 0.00 -0.02
H 3.55606 4.88701 3.52738 -0.05 0.00 -0.02
H 3.45137 5.22779 1.07566 -0.02 -0.06 0.00
H 1.55723 4.28857 -0.22150 0.05 -0.05 0.11
H -2.34595 5.09364 0.61637 -0.06 -0.06 0.05
H -4.41162 5.60277 1.90013 0.02 -0.03 0.00
H -5.32055 3.93335 3.48549 0.05 -0.02 -0.03
H -4.17417 1.75299 3.77971 0.00 0.03 0.00
H -2.12498 1.24521 2.47902 -0.06 0.03 -0.07
C 3.02134 0.33198 2.66786 0.13 -0.02 -0.18
S 3.45152 -0.41108 1.08168 -0.03 0.05 -0.02
C 3.40115 -2.14906 1.55585 -0.04 0.12 0.00
H 3.78623 0.11825 3.41659 -0.04 0.04 0.04
H 2.05208 -0.04090 2.99165 -0.07 0.00 0.04
H 2.96619 1.40886 2.50258 -0.01 -0.03 0.05
H 2.44974 -2.37744 2.03744 0.02 -0.04 -0.04
H 4.23584 -2.39219 2.21470 -0.03 -0.06 0.03
H 3.48113 -2.73160 0.63919 -0.02 -0.03 0.00
```
Positions in Å, forces in eV/Å.

Löwdin atomic charge list, values in e, 6 entries: number 1, Mg, carries 0.47; number 2, Br, carries 0.72; number 3, C, carries -0.73; number 4, C, carries -0.12; number 5, C, carries -0.07; number 6, C, carries -0.01


# 2
# C17H23IrN3O3S

A molecular structure, C17H23IrN3O3S (ωB97M-V/def2-TZVPD, OMol25).

Charge ... +1
LUMO (alpha / beta) ... -4.90 / -4.90 eV
HOMO (alpha / beta) ... -10.5 / -10.5 eV
Gap between HOMO and LUMO (alpha / beta) ... 5.6 / 5.6 eV

Structure (XYZ):
```
48
Properties=species:S:1:pos:R:3:forces:R:3
Ir 0.23249 -0.65939 1.09192 -1.63 2.44 -2.50
C 2.73138 -1.19767 -0.72423 0.34 -0.07 -0.21
N 2.25835 -0.09242 0.14188 -0.71 -1.76 0.57
C 3.24199 0.13536 1.21797 0.08 -0.07 0.29
C 1.98424 1.09995 -0.64250 -0.26 0.46 -0.13
C 2.99811 1.96777 -0.99946 0.12 -0.06 0.10
C 2.72225 3.11279 -1.73006 0.00 0.04 -0.04
C 1.40758 3.39680 -2.05452 0.14 -0.11 -0.01
C 0.39005 2.52023 -1.71830 -0.26 -0.11 0.02
C 0.65419 1.31757 -1.04882 0.54 0.35 0.07
N -0.21474 0.30118 -0.73747 0.54 -1.15 1.94
C -1.51283 0.04810 -1.12107 -0.63 -0.05 -0.01
C -2.41646 0.88558 -1.78455 0.25 0.17 0.05
C -3.68701 0.44991 -2.12454 0.03 -0.23 -0.01
C -4.09680 -0.83628 -1.82364 -0.01 0.09 -0.08
C -3.22891 -1.67137 -1.13595 0.01 -0.22 0.04
C -1.97275 -1.22907 -0.77526 -0.51 0.31 -0.30
N -1.04854 -2.07379 -0.02754 1.40 0.98 0.89
C -0.26799 -2.94373 -0.92502 0.19 -0.24 -0.22
C -1.71769 -2.87192 1.01663 0.01 -0.09 0.40
H 3.72876 -0.96930 -1.11236 -0.04 0.06 -0.01
H 2.78786 -2.12131 -0.14971 -0.02 0.04 0.02
H 2.05403 -1.32441 -1.56413 -0.03 0.08 0.06
H 4.24575 0.27451 0.81320 -0.04 0.04 -0.05
H 2.96693 1.01208 1.80013 -0.06 0.00 -0.03
H 3.26204 -0.73445 1.87250 -0.02 -0.01 -0.03
H 4.01759 1.76043 -0.70368 0.02 0.01 -0.01
H 3.52288 3.77316 -2.03099 0.00 0.03 0.08
H 1.16125 4.31057 -2.57768 -0.01 0.00 -0.01
H -0.61332 2.80575 -1.97215 -0.05 -0.07 -0.05
H -2.16114 1.90090 -2.02187 0.06 0.02 -0.02
H -4.36075 1.13309 -2.62314 0.01 0.00 -0.02
H -5.07833 -1.18452 -2.11124 -0.01 -0.01 0.08
H -3.55666 -2.66912 -0.87762 0.01 -0.02 0.02
H -0.92236 -3.67850 -1.39966 -0.09 0.07 0.05
H 0.20163 -2.34542 -1.70115 -0.09 0.07 0.06
H 0.49379 -3.47254 -0.35283 -0.03 0.04 0.04
H -2.32267 -3.66670 0.57976 0.02 0.05 -0.10
H -0.96077 -3.33797 1.64751 0.05 0.03 -0.03
H -2.35048 -2.22647 1.62202 0.02 0.03 -0.04
C -0.38236 2.01689 3.84016 -0.01 -0.42 -0.19
S -0.77555 0.32957 3.44497 -1.02 0.70 0.74
O -1.44229 0.37800 2.09983 0.52 -1.24 -0.45
O -1.56367 -0.25896 4.47022 0.31 0.04 0.02
O 0.54028 -0.36627 3.18434 0.85 -0.21 -1.04
H -1.31730 2.50398 4.10449 -0.02 0.01 -0.01
H 0.05423 2.46177 2.94911 0.02 0.08 0.04
H 0.31373 2.03565 4.67450 -0.03 -0.07 0.04
```
Positions in Å, forces in eV/Å.

Löwdin atomic charge list, values in e, 6 entries: number 1, Ir, carries 1.40; number 2, C, carries -0.06; number 3, N, carries -0.29; number 4, C, carries -0.07; number 5, C, carries -0.22; number 6, C, carries -0.02


# 3
# C3H9BrSSi

A single C3H9BrSSi molecule (ωB97M-V/def2-TZVPD, OMol25).

Charge ... 0
ΔE to the lowest compared entry with this formula, charge and spin ... 140.59 kJ/mol
LUMO ... 0.01 eV
HOMO ... -8.8 eV
Gap between HOMO and LUMO ... 8.8 eV

Structure (XYZ):
```
15
Properties=species:S:1:pos:R:3:forces:R:3
C 0.96660 -1.72976 0.14205 -1.92 1.15 -1.57
Si 0.12525 -0.08446 0.16214 -1.57 0.79 0.07
C -1.77145 -0.17283 -0.23612 1.05 3.39 0.24
C 0.99645 1.19723 -0.87319 0.51 -1.86 -0.62
S 0.20288 0.66902 2.37834 0.29 -1.00 -1.43
Br -0.88835 2.50549 2.02282 -0.23 0.52 0.03
H 1.83426 -1.76501 -0.42408 1.74 0.11 -1.05
H 1.17264 -1.88521 1.11647 0.93 -1.11 3.33
H 0.30036 -2.47649 -0.22018 -0.60 -0.71 -0.17
H -2.26541 0.83397 0.14795 0.88 -2.24 -0.65
H -1.99088 -0.23856 -1.30052 0.18 -0.06 -0.09
H -2.14283 -1.01404 0.25483 -1.00 -1.26 0.94
H 0.64680 2.09335 -0.41784 0.57 1.23 0.12
H 2.07277 0.89066 -0.80084 -0.71 1.10 0.18
H 0.74092 1.17666 -1.95183 -0.11 -0.04 0.65
```
Positions in Å, forces in eV/Å.

Löwdin atomic charge list, values in e, 6 entries: number 1, C, carries -0.18; number 2, Si, carries 0.31; number 3, C, carries -0.22; number 4, C, carries -0.22; number 5, S, carries 0.03; number 6, Br, carries 0.16


# 4
# C3H6BrN3O

2 unconnected molecules or ions with the total composition C3H6BrN3O (ωB97M-V/def2-TZVPD, OMol25).

Charge ... 0
ΔE to the lowest compared entry with this formula, charge and spin ... 122.64 kJ/mol
LUMO ... -0.04 eV
HOMO ... -9.5 eV
Gap between HOMO and LUMO ... 9.4 eV

Structure (XYZ):
```
14
Properties=species:S:1:pos:R:3:forces:R:3
C -2.64321 0.73728 -1.09858 -0.49 -0.66 -0.55
C -2.09348 0.55881 0.05556 0.45 -0.24 2.60
C 2.53004 -1.33005 0.30879 2.89 -1.39 -0.34
N 0.50913 1.45990 -0.01185 0.24 -0.58 0.66
N 1.27948 0.64613 0.18960 -1.13 2.22 -1.81
N 2.32757 0.10226 0.09572 1.83 -2.20 0.45
O -1.78524 1.45261 1.03227 0.33 -1.51 -1.15
Br -1.60550 -1.34804 0.55798 -0.12 1.04 -0.24
H -2.73469 -0.16295 -1.64802 -0.44 -0.35 -0.89
H -3.06950 1.65518 -1.41263 0.00 0.75 -0.27
H 3.01499 -1.81932 -0.66127 -1.09 1.28 1.90
H 3.37647 -1.37067 1.10839 -1.64 -0.31 -1.29
H 1.68119 -1.97929 0.58757 0.12 0.85 0.00
H -0.78723 1.39815 0.89648 -0.97 1.10 0.93
```
Positions in Å, forces in eV/Å.

Löwdin atomic charge list, values in e, 6 entries: number 1, C, carries -0.03; number 2, C, carries -0.79; number 3, C, carries -0.11; number 4, N, carries 0.22; number 5, N, carries -0.17; number 6, N, carries 0.01


# 5
# C3H7N3S

A single C3H7N3S molecule (ωB97M-V/def2-TZVPD, OMol25).

Charge ... 0
ΔE to the lowest compared entry with this formula, charge and spin ... 371.62 kJ/mol
LUMO ... 0.63 eV
HOMO ... -9.0 eV
Gap between HOMO and LUMO ... 9.6 eV

Structure (XYZ):
```
14
Properties=species:S:1:pos:R:3:forces:R:3
H -1.82708 -2.02391 0.03755 -0.08 -0.53 -0.72
N -2.03473 -1.19649 0.56182 -0.04 0.22 0.79
C -1.25770 -0.25572 0.26126 -1.90 -0.65 -0.03
S -1.31732 1.24493 1.20546 0.61 0.04 -0.35
C 0.30322 1.80246 0.52944 0.51 0.54 1.07
C 0.78278 0.37239 -0.14668 1.05 3.61 2.20
N -0.31136 -0.25247 -0.77668 0.91 -0.38 -0.31
N 0.18253 -1.58217 -1.09273 3.43 0.07 -1.35
H 0.04001 2.85014 -0.04610 1.35 -3.03 0.84
H 1.10182 1.99005 1.42154 -2.08 -0.17 -2.18
H 0.87859 -0.36209 0.82905 1.56 2.05 -1.97
H 1.60223 0.72760 -0.85733 -0.56 -1.53 1.13
H 1.16453 -1.36922 -1.69765 -3.71 -0.65 1.57
H 0.69249 -1.94548 -0.22894 -1.05 0.39 -0.70
```
Positions in Å, forces in eV/Å.

Löwdin atomic charge list, values in e, 6 entries: number 1, H, carries 0.03; number 2, N, carries 0.10; number 3, C, carries -0.79; number 4, S, carries 0.89; number 5, C, carries -0.45; number 6, C, carries -0.31


Max |F|, respectively: 1.6 3.9 3.6 3.2 4.4 eV/A.